Record 1
# C3H6O

One molecule with the formula C3H6O at a distorted geometry (ωB97M-V/def2-TZVPD, the Open Molecules 2025 dataset).

Structure (ORCA input):
```
! RIJCOSX wB97M-V def2-TZVPD def2/J DEFGRID3
* xyz 0 1
C -1.05445 0.30745 0.13558
C 0.09522 -0.66413 -0.09696
C 1.42696 0.19454 -0.10221
O 1.24015 1.37578 0.07129
H -1.03240 0.82444 1.10460
H -1.85819 -0.42764 0.11000
H -1.19172 1.05912 -0.65372
H 0.00540 -1.42223 0.70601
H -0.15024 -1.18980 -1.04081
H 2.51928 -0.05752 -0.23379
*
```

Results
Kohn-Sham gap in eV: 10.96
Highest occupied orbital energy in eV: -9.85
SMILES: CCC=O
LUMO level in hartree: 0.0407

Record 2
# C3H6O

A 2-piece molecular cluster, C3H6O overall at a distorted geometry (ωB97M-V/def2-TZVPD, the Open Molecules 2025 dataset).

Structure (ORCA input):
```
! RIJCOSX wB97M-V def2-TZVPD def2/J DEFGRID3
* xyz 0 1
C -1.66285 0.61239 -0.42327
C 0.32573 0.14949 0.94361
C 1.00260 -0.52534 -0.21995
O -2.73212 1.17008 -0.51274
H 0.32802 1.17327 1.14976
H -1.13555 -0.06440 -1.07256
H -0.07128 -0.30533 1.79874
H 2.03011 -0.98029 0.15880
H 1.39979 0.10934 -1.09373
H 0.51554 -1.33920 -0.72866
*
```

Results
Kohn-Sham gap (spin up / spin down) in eV: 8.67 / 8.64
Highest occupied orbital energy (spin up / spin down) in eV: -8.02 / -7.99
LUMO level (spin up / spin down) in hartree: 0.0237 / 0.0239

Record 3
# C3H6O

An isolated ion of composition C3H6O and charge +1 at a distorted geometry (ωB97M-V/def2-TZVPD, the Open Molecules 2025 dataset).

Structure (ORCA input):
```
! RIJCOSX wB97M-V def2-TZVPD def2/J DEFGRID3
* xyz 1 2
C -0.36122 1.01485 -1.04829
C 0.10032 -0.06498 -0.33963
O 1.31105 -0.48680 -0.76365
C -0.37818 -0.62812 0.93126
H -1.32380 1.42491 -0.74187
H -0.02633 1.45097 -1.98125
H 1.95661 -0.42737 -0.03630
H -0.10206 -1.68099 1.07268
H 0.23313 -0.24496 1.76006
H -1.40952 -0.35750 1.14699
*
```

Results
Kohn-Sham gap (spin up / spin down) in eV: 11.81 / 9.10
Highest occupied orbital energy (spin up / spin down) in eV: -16.87 / -17.94
LUMO level (spin up / spin down) in hartree: -0.1859 / -0.3251
⟨S²⟩: 0.755

Record 4
# C3H6O2

A 2-piece molecular cluster, C3H6O2 overall at a distorted geometry (ωB97M-V/def2-TZVPD, the Open Molecules 2025 dataset).

Structure (ORCA input):
```
! RIJCOSX wB97M-V def2-TZVPD def2/J DEFGRID3
* xyz 0 1
O -2.83191 -3.04235 2.49173
C -1.89734 -2.31782 2.28361
H -1.23273 -2.12956 3.14356
H -1.67048 -1.83289 1.32454
O 1.53401 2.93398 -0.61940
C 1.65230 1.75523 -0.82497
C 0.70628 1.00412 -1.71980
H 2.40624 1.17689 -0.26333
H 0.42334 0.08013 -1.22016
H -0.19740 1.58775 -1.88582
H 1.10768 0.78452 -2.70995
*
```

Results
Kohn-Sham gap in eV: 10.64
Highest occupied orbital energy in eV: -10.10
SMILES: CC=O.C=O
LUMO level in hartree: 0.0197

Record 5
# C3H6O2

A 2-piece molecular cluster, C3H6O2 overall (ωB97M-V/def2-TZVPD, the Open Molecules 2025 dataset).

Structure (ORCA input):
```
! RIJCOSX wB97M-V def2-TZVPD def2/J DEFGRID3
* xyz 0 1
O 1.43650 1.85506 -0.22105
C 0.50797 -0.84219 1.10654
C -0.40991 -0.50237 0.22297
C -1.19705 -0.53481 -0.97637
O -1.31581 0.49203 0.05932
H 0.55179 1.96459 0.14966
H 1.14308 -1.70600 0.95650
H 0.63376 -0.24352 2.00256
H 1.49367 0.89997 -0.34083
H -2.05263 -1.20300 -1.03752
H -0.79135 -0.17975 -1.92177
*
```

Results
Kohn-Sham gap in eV: 10.66
Highest occupied orbital energy in eV: -9.79
SMILES: C=C1CO1.O
LUMO level in hartree: 0.0318

Record 6
# C3H6O2

One molecule with the formula C3H6O2 at a distorted geometry (ωB97M-V/def2-TZVPD, the Open Molecules 2025 dataset).

Structure (ORCA input):
```
! RIJCOSX wB97M-V def2-TZVPD def2/J DEFGRID3
* xyz 0 1
O -1.18006 0.98139 -0.53126
C -0.95647 -0.39066 0.11655
C 0.53701 -0.73440 0.26731
C 1.29592 0.53551 -0.36133
O 2.50220 0.60928 -0.39651
H -1.30556 1.68556 0.12690
H -1.46638 -1.03457 -0.60230
H -1.49631 -0.34504 1.06317
H 0.84927 -1.62383 -0.30680
H 0.86010 -0.86764 1.31412
H 0.36027 1.18439 -0.68985
*
```

Results
Kohn-Sham gap in eV: 9.32
Highest occupied orbital energy in eV: -8.68
SMILES: O=CCCO
LUMO level in hartree: 0.0235

Record 7
# C3H6O2

One molecule with the formula C3H6O2 at a distorted geometry (ωB97M-V/def2-TZVPD, the Open Molecules 2025 dataset).

Structure (ORCA input):
```
! RIJCOSX wB97M-V def2-TZVPD def2/J DEFGRID3
* xyz 0 1
C 1.02851 0.48044 -1.12935
C -0.18357 -0.77502 0.51498
C -1.32552 0.16895 0.92389
H 1.13945 0.49621 -2.20884
H 2.03544 0.37808 -0.66639
H 0.52396 1.40078 -0.76798
H -0.55503 -1.81546 0.65465
H 0.60777 -0.65861 1.25691
H -1.73964 -0.13487 1.95292
O 0.19722 -0.65450 -0.82066
O -1.72858 1.11402 0.28988
*
```

Results
Kohn-Sham gap in eV: 10.54
Highest occupied orbital energy in eV: -9.58
SMILES: COCC=O
LUMO level in hartree: 0.0354

Record 8
# C3H6O2

One molecule with the formula C3H6O2 (ωB97M-V/def2-TZVPD, the Open Molecules 2025 dataset).

Structure (ORCA input):
```
! RIJCOSX wB97M-V def2-TZVPD def2/J DEFGRID3
* xyz 0 1
C -0.27135 0.62562 1.34854
O -0.08948 1.18075 0.07001
C 0.30471 0.31310 -0.96585
C 0.00070 -1.17284 -0.85345
O -0.01074 -1.87736 -1.83460
H -1.12040 -0.06998 1.35804
H 0.62851 0.11277 1.72114
H -0.50317 1.45648 2.02023
H 1.39377 0.38371 -1.12977
H -0.17914 0.66277 -1.88339
H -0.15341 -1.61502 0.14911
*
```

Results
Kohn-Sham gap in eV: 10.65
Highest occupied orbital energy in eV: -9.81
SMILES: COCC=O
LUMO level in hartree: 0.0308

Record 9
# C3H6O2

A 2-piece molecular cluster, C3H6O2 overall at a distorted geometry (ωB97M-V/def2-TZVPD, the Open Molecules 2025 dataset).

Structure (ORCA input):
```
! RIJCOSX wB97M-V def2-TZVPD def2/J DEFGRID3
* xyz 0 1
C 1.89678 3.45091 0.89460
C 1.48970 2.31339 0.26827
H 2.65005 3.57292 1.59697
H 1.40502 4.35091 0.65893
H 1.99938 1.42627 0.41062
H 0.58451 2.33180 -0.28216
O -1.65093 -2.76362 -1.87176
C -2.29304 -3.20318 -0.98128
O -1.85048 -3.97088 0.02588
H -3.28589 -3.14336 -0.70991
H -0.94510 -4.36516 -0.01016
*
```

Results
Kohn-Sham gap in eV: 10.65
Highest occupied orbital energy in eV: -9.94
SMILES: O=CO.C=C
LUMO level in hartree: 0.0262

Record 10
# C3H6O2

One molecule with the formula C3H6O2 at a distorted geometry (ωB97M-V/def2-TZVPD, the Open Molecules 2025 dataset).

Structure (ORCA input):
```
! RIJCOSX wB97M-V def2-TZVPD def2/J DEFGRID3
* xyz 0 1
C -0.21413 -0.40082 -1.00013
C 0.59529 -0.12374 1.59629
C -0.09041 0.51864 0.36844
O -0.75814 0.37065 -1.99934
O -0.60234 1.58408 0.27556
H 0.88550 -0.44876 -1.39067
H 0.15565 -1.13803 1.68880
H 0.56483 0.51034 2.51633
H 1.62192 -0.21923 1.16538
H -0.65610 -1.54695 -1.33920
H -1.50207 0.89381 -1.88146
*
```

Results
Kohn-Sham gap in eV: 10.69
Highest occupied orbital energy in eV: -9.80
SMILES: CC(=O)CO
LUMO level in hartree: 0.0327

Record 11
# C3H6O2

One molecule with the formula C3H6O2 at a distorted geometry (ωB97M-V/def2-TZVPD, the Open Molecules 2025 dataset).

Structure (ORCA input):
```
! RIJCOSX wB97M-V def2-TZVPD def2/J DEFGRID3
* xyz 0 1
C -1.18040 -0.74928 -0.49286
C -0.18339 -0.19682 0.44970
C 1.11874 0.27924 -0.15210
H -2.10725 -1.10050 0.11423
H -1.43491 0.06035 -1.20351
H -0.67789 -1.51589 -1.13248
H 0.28220 -0.97715 1.11468
H -1.61428 0.39073 1.68259
H 1.82278 0.81225 0.57175
O -0.72532 0.80778 1.37824
O 1.37528 -0.01636 -1.37521
*
```

Results
Kohn-Sham gap in eV: 10.51
Highest occupied orbital energy in eV: -10.10
SMILES: C[C@H](O)C=O
LUMO level in hartree: 0.0153

Record 12
# C3H6O2

One molecule with the formula C3H6O2 at a distorted geometry (ωB97M-V/def2-TZVPD, the Open Molecules 2025 dataset).

Structure (ORCA input):
```
! RIJCOSX wB97M-V def2-TZVPD def2/J DEFGRID3
* xyz 0 1
C 0.20950 -1.17582 -1.00705
C -0.83069 -0.17578 -0.63771
C 0.55617 0.79842 0.78172
H -0.38935 -1.95604 -1.67470
H 0.91499 -0.77346 -1.70029
H 0.79846 -1.67409 -0.08103
H -1.72918 -0.00275 -1.36929
H -1.34220 -0.32846 0.57061
H 1.06049 1.68002 0.97605
O -0.06957 0.95909 -0.40642
O 0.20418 -0.16236 1.46353
*
```

Results
Kohn-Sham gap in eV: 11.31
Highest occupied orbital energy in eV: -10.30
SMILES: CCOC=O
LUMO level in hartree: 0.0370